[1]
{"formula": "C3H5N3S", "method": "ωB97M-V with the def2-TZVPD basis set", "homo_energy_ev": -9.9, "orbital_gap_ev": 10.31, "e_lumo_ev": 0.44, "total_charge": 0, "smiles": "[H]/N=C(/N)SCC#N", "species": ["H", "C", "H", "N", "N", "H", "N", "H", "H", "S", "C", "C"], "positions_angstrom": [[0.6025, 1.3334, 0.0026], [2.1473, -0.0448, -0.3130], [0.9107, -0.3201, 1.3297], [-0.4405, 1.3737, 0.0619], [-2.4078, 0.1558, -0.5575], [-2.6011, -0.7643, -0.2080], [2.8111, 0.7542, -0.8568], [1.8731, -1.6924, 0.8158], [-2.9158, 0.9739, 0.0884], [-0.1751, -1.2344, -0.5456], [1.2570, -0.8553, 0.4165], [-1.0614, 0.3202, -0.2340]], "lowdin_charge": [0.027, -0.345, 0.106, 0.088, 0.027, 0.034, 0.170, 0.111, 0.187, 0.936, -0.536, -0.805]}

[2]
{"formula": "C10H30F2HfO10", "method": "ωB97M-V with the def2-TZVPD basis set", "homo_energy_ev": -14.2, "orbital_gap_ev": 4.94, "e_lumo_ev": -9.28, "total_charge": 2, "species": ["H", "C", "H", "H", "H", "H", "H", "C", "H", "O", "H", "C", "H", "H", "H", "H", "C", "H", "O", "H", "H", "H", "C", "O", "H", "C", "H", "Hf", "H", "O", "C", "H", "C", "O", "H", "H", "H", "O", "C", "O", "O", "H", "H", "F", "H", "O", "H", "O", "F", "H", "H", "C", "H"], "positions_angstrom": [[-18.6697, 6.7248, 22.4645], [-18.4157, 14.3849, 19.5844], [-17.5460, 7.3819, 19.7479], [-18.5418, 8.9719, 17.7739], [-22.6582, 11.5478, 21.7683], [-15.7151, 10.1557, 15.9063], [-22.9127, 8.7021, 18.3307], [-17.4323, 10.4917, 17.2693], [-18.6331, 14.9992, 17.5512], [-19.6877, 13.2467, 17.8920], [-24.4194, 8.5044, 19.9783], [-23.1971, 9.7480, 18.4304], [-21.5151, 11.0189, 24.1531], [-17.7004, 9.6490, 20.7933], [-18.4630, 5.6069, 21.0828], [-17.5958, 13.6752, 17.6993], [-18.5358, 14.0628, 18.1049], [-21.9486, 12.5774, 23.5477], [-22.3773, 10.3463, 19.5019], [-15.2846, 10.3637, 17.4870], [-17.4946, 10.8343, 18.3116], [-18.3770, 10.8917, 23.0667], [-21.3920, 11.6772, 23.2901], [-25.1643, 8.9113, 19.5325], [-16.2556, 12.3399, 15.6097], [-17.7206, 7.6434, 20.7937], [-19.3353, 14.6565, 20.1018], [-20.6731, 9.3773, 20.9196], [-19.5053, 12.3984, 24.0108], [-17.8585, 9.1337, 17.1201], [-19.9502, 12.0043, 23.0977], [-24.8554, 10.9559, 19.0591], [-16.0256, 10.7420, 16.7790], [-18.3363, 8.9261, 20.8927], [-16.7947, 7.6779, 21.3658], [-22.4417, 11.2845, 19.2717], [-22.8906, 10.2723, 17.5234], [-17.7343, 13.3474, 20.3212], [-18.6625, 6.6332, 21.3764], [-19.2028, 10.8664, 22.5658], [-20.0671, 6.9934, 21.0259], [-25.2122, 9.7965, 17.7313], [-18.3047, 12.5701, 20.2835], [-19.8048, 11.1802, 20.0174], [-20.5174, 6.1751, 21.2839], [-21.8950, 11.0479, 22.0874], [-17.6458, 15.1614, 19.5953], [-15.8312, 12.1006, 16.4374], [-20.2976, 8.7589, 18.9143], [-19.7651, 12.7559, 22.3259], [-19.6609, 12.5447, 18.5453], [-24.6862, 9.9460, 18.6737], [-18.1642, 11.0791, 16.7064]], "lowdin_charge": [0.136, -0.211, 0.149, 0.021, 0.136, 0.129, 0.130, -0.241, 0.128, -0.074, 0.060, -0.148, 0.143, 0.136, 0.156, 0.111, -0.223, 0.159, -0.201, 0.122, 0.099, 0.131, -0.147, -0.037, 0.098, -0.146, 0.120, 2.200, 0.156, -0.064, -0.162, 0.129, -0.243, -0.166, 0.158, 0.124, 0.148, -0.092, -0.112, -0.141, -0.164, 0.143, 0.009, -0.392, 0.133, -0.157, 0.128, -0.057, -0.384, 0.130, 0.014, -0.195, 0.121]}

[3]
{"formula": "ClO4Sr2", "method": "ωB97M-V with the def2-TZVPD basis set", "homo_energy_ev": -18.6, "orbital_gap_ev": 5.51, "e_lumo_ev": -13.06, "total_charge": 3, "species": ["Sr", "O", "O", "Sr", "O", "O", "Cl"], "positions_angstrom": [[0.7706, 3.5979, -0.2192], [-1.6105, 2.5306, -0.0167], [0.6511, -0.8995, 0.4876], [0.6410, -5.1768, 0.2472], [1.7186, -1.6042, -0.1409], [0.5492, 0.8297, -0.6259], [-2.7200, 0.7224, 0.2679]], "lowdin_charge": [1.770, -0.664, -0.102, 1.949, -0.102, -0.245, 0.394]}

[4]
{"formula": "C2H6NPS", "method": "ωB97M-V with the def2-TZVPD basis set", "homo_energy_ev": -8.8, "orbital_gap_ev": 7.90, "e_lumo_ev": -0.89, "total_charge": 0, "smiles": "CN(C)P=S", "species": ["C", "S", "H", "P", "C", "H", "H", "N", "H", "H", "H"], "positions_angstrom": [[0.4860, 1.0571, 0.0291], [3.9172, 0.3717, 0.0100], [-0.6484, -0.8327, 0.7915], [2.4892, -0.9443, 0.1497], [-0.2280, -1.2177, -0.1061], [0.4111, 1.0891, 1.1161], [-0.9756, -1.2583, -0.8658], [0.8274, -0.2884, -0.3500], [1.1898, 1.8139, -0.2689], [-0.4847, 1.2452, -0.2613], [0.1374, -2.2255, 0.1417]], "lowdin_charge": [-0.180, 0.046, 0.061, 0.446, -0.209, 0.083, 0.075, -0.496, 0.058, 0.054, 0.061]}

[5]
{"formula": "C2H2F2O3", "method": "ωB97M-V with the def2-TZVPD basis set", "homo_energy_ev": -10.4, "orbital_gap_ev": 10.87, "e_lumo_ev": 0.46, "total_charge": 0, "species": ["C", "H", "O", "C", "O", "O", "H", "F", "F"], "positions_angstrom": [[0.8173, -0.9865, 0.0878], [0.4023, 0.5604, 0.9423], [1.2558, -1.4973, -0.9685], [-0.8323, 1.4809, 0.0777], [-0.8572, 0.5960, -0.7014], [0.0074, 1.4875, 1.0451], [1.0387, -2.3504, -1.3395], [-0.0680, -1.7153, 0.6496], [-1.7640, 2.4248, 0.2069]], "lowdin_charge": [-0.238, 0.073, 0.158, -0.668, 0.125, 0.144, 0.134, 0.117, 0.154]}

[6]
{"formula": "C5H8FO4Tl", "method": "ωB97M-V with the def2-TZVPD basis set", "homo_energy_ev": [-15.0, -15.0], "orbital_gap_ev": [10.71, 6.76], "spin_multiplicity": 2, "e_lumo_ev": [-4.33, -8.25], "total_charge": 1, "s_squared": 0.755, "species": ["C", "H", "O", "H", "F", "H", "C", "H", "H", "C", "H", "H", "O", "O", "O", "Tl", "C", "C", "H"], "positions_angstrom": [[1.8012, -1.1699, 0.3658], [2.6495, -1.7346, 0.7624], [-0.1490, 1.3126, 1.5842], [2.3560, -0.5618, -1.6592], [3.5282, 0.3280, -0.2852], [-2.4307, 0.7168, 1.0706], [2.2184, -0.1129, -0.6605], [-3.2072, 0.6331, -1.3213], [-1.5297, 1.1971, -1.2035], [0.0520, 0.1653, 1.1441], [-1.8794, -0.4891, -1.7119], [-2.8897, -0.9329, 0.5618], [1.3408, 0.8919, -0.6398], [-0.9113, -0.6606, 0.7948], [1.1992, -0.4547, 1.4473], [1.1577, 2.4979, 0.4933], [-2.1866, 0.3312, -1.0500], [-2.1839, -0.1119, 0.3961], [1.0645, -1.8453, -0.0890]], "lowdin_charge": [-0.031, 0.159, -0.056, 0.177, -0.011, 0.134, -0.404, 0.101, 0.072, -0.595, 0.099, 0.144, -0.268, 0.093, 0.067, 1.374, -0.040, -0.163, 0.149]}